one:
ORCA calculation (ωB97M-V with the def2-TZVPD basis set) on a 2-piece molecular cluster, C2H2NO2P overall.

CARTESIAN COORDINATES (ANGSTROEM)
1 O -1.75 -0.98 0.26
2 N -2.45 0.02 0.24
3 P -3.47 1.04 0.04
4 C 1.51 0.91 -0.76
5 C 1.41 -0.02 0.00
6 O 1.21 -0.97 0.87
7 H 1.93 1.79 -1.19
8 H 1.61 -1.79 0.53

Frontier orbital gap ... 9.43 eV
SMILES ... [O-][N+]#P.C#CO
HOMO energy ... -9.39 eV

=====

two:
ORCA calculation (ωB97M-V with the def2-TZVPD basis set) on an isolated molecule of C2H2NO2P.

CARTESIAN COORDINATES (ANGSTROEM)
1 O -0.04 0.84 2.02
2 P -0.41 1.82 1.05
3 O -0.67 1.08 -0.34
4 C -0.51 -0.23 -0.52
5 C 0.81 -0.86 -0.50
6 N 0.35 -0.78 -1.66
7 H -1.25 -1.00 -0.21
8 H 1.72 -0.88 0.16

Frontier orbital gap ... 9.71 eV
SMILES ... O=PO[C@@H]1C=N1
HOMO energy ... -9.93 eV

=====

three:
ORCA calculation (ωB97M-V with the def2-TZVPD basis set) on C2H2NO2P as an isolated structure.

CARTESIAN COORDINATES (ANGSTROEM)
1 C 0.49 -0.83 0.00
2 C 0.75 0.55 0.04
3 N 1.28 -1.83 -0.01
4 O 1.96 1.16 0.01
5 O 2.89 -1.10 0.03
6 P 3.38 0.45 -0.02
7 H -0.55 -1.13 -0.02
8 H -0.06 1.26 0.01

Frontier orbital gap (spin up / spin down) ... 6.03 / 6.03 eV
HOMO energy (spin up / spin down) ... -7.32 / -7.32 eV

=====

two takes first place; second place is 0.0868 hartree up.